(1)
C2H3Br2O2Si | wB97M-V/def2-TZVPD

Values from the calculation:
F_max: 2.85 eV Å⁻¹
Net charge: -1
Multiplicity: 1
ΔE to the lowest compared entry with this formula, charge and spin: 0.00 kcal per mole
Frontier orbital gap: 6.49 eV

Last column: Mulliken charge in e.
Positions of all 10 atoms, in Å:
C  -1.36826  -2.50112  -0.12128  0.70
C  -0.18762  1.28848  0.06458  -1.02
O  -1.24969  -2.05755  -1.15666  -0.32
O  -1.51237  -3.01576  0.89991  -0.40
Si  1.41756  0.90694  -0.87414  -0.05
Br  2.86467  2.43416  0.39299  -0.46
Br  1.82143  -1.15169  0.22661  -0.38
H  -0.56812  2.28507  0.17869  0.41
H  -0.93584  0.93221  -0.69174  0.23
H  -0.28175  0.87926  1.08104  0.30

***

(2)
C3H6N2P | wB97M-V/def2-TZVPD

Values from the calculation:
F_max: 6.63 eV Å⁻¹
Net charge: +1
Multiplicity: 3
ΔE to the lowest compared entry with this formula, charge and spin: 0.00 kcal per mole
Frontier orbital gap (alpha / beta): 7.04 / 7.37 eV

Last column: Mulliken charge in e.
Positions of all 12 atoms, in Å:
C  -1.00758  -3.04130  0.46545  0.04
C  -0.73486  0.75326  -0.39184  0.58
C  1.61909  1.26181  -0.11701  -0.87
N  -1.37154  -2.08171  -0.05994  -0.36
N  0.46097  0.37405  -0.16662  -0.14
P  -2.21066  1.17136  -0.84867  -0.07
H  -0.75539  -3.90874  0.94943  0.34
H  1.77814  1.50122  0.85757  0.39
H  2.61267  0.75705  -0.28024  0.32
H  1.51701  2.01464  -0.82733  0.34
H  0.67039  -0.67179  0.02555  0.29
H  -2.57823  1.87016  0.39365  0.14

***

(3)
C48H55BiBrClN9O8S2 | wB97M-V/def2-TZVPD

Values from the calculation:
F_max: 0.23 eV Å⁻¹
Net charge: -1
Multiplicity: 1
ΔE to the lowest compared entry with this formula, charge and spin: 11.01 kcal per mole
Frontier orbital gap: 7.22 eV

Last column: Mulliken charge in e.
Positions of all 125 atoms, in Å:
Bi  -0.30735  1.94501  -1.10480  2.22
C  -4.36971  3.77686  -2.00206  -0.83
C  -4.52655  3.63592  -3.37259  -0.80
C  -3.55680  2.97529  -4.10662  -0.66
C  -2.41879  2.45904  -3.48173  1.02
C  -2.23642  2.63391  -2.10468  0.35
C  -3.23123  3.28224  -1.38121  -0.60
C  -1.39697  1.72253  -4.27264  0.50
C  -1.66740  1.22750  -5.57657  -1.36
C  -0.70135  0.53902  -6.24030  -1.27
C  0.55320  0.31377  -5.63283  1.01
C  1.59711  -0.40369  -6.25835  -0.80
C  2.77261  -0.61664  -5.59689  -1.20
C  2.95190  -0.12490  -4.28604  -0.79
C  1.96541  0.58711  -3.66537  0.98
C  0.74211  0.81931  -4.32962  -0.94
N  -0.23994  1.51859  -3.69145  0.87
H  -5.12790  4.28094  -1.41531  0.43
H  -5.40058  4.03834  -3.86914  0.37
H  -3.68487  2.87922  -5.17629  0.38
H  -3.10715  3.41730  -0.31396  0.27
H  -2.63791  1.37500  -6.02416  0.39
H  -0.88878  0.14252  -7.23192  0.41
H  1.44258  -0.78797  -7.26003  0.38
H  3.56734  -1.18008  -6.06960  0.41
H  3.86332  -0.33024  -3.74243  0.78
H  2.11595  0.94377  -2.65273  0.22
O  0.06384  0.55946  2.70546  0.15
H  0.14570  1.48227  2.43176  -0.03
H  0.05992  0.01713  1.90080  -0.35
O  -0.33918  -1.02503  -1.92276  -0.83
H  -0.84436  -1.50389  -1.25310  0.33
H  0.52582  -0.92880  -1.45382  0.17
Br  -0.81311  3.44684  1.09410  -0.73
C  2.86494  -1.14214  3.37900  -1.34
C  2.04784  -2.39126  3.07183  -0.50
C  2.09452  -2.83193  1.59292  3.39
C  1.44242  -4.21582  1.44340  -1.22
C  1.36721  -4.69465  -0.00099  -1.40
C  3.55019  -2.93583  1.19177  -0.75
O  4.30859  -3.75291  1.68066  -0.71
N  3.97167  -2.03145  0.26639  0.26
C  3.15430  -1.17959  -0.50392  -0.65
O  3.69754  -0.59739  -1.43166  -0.66
N  1.83955  -1.06526  -0.19928  -0.07
C  1.29316  -1.82572  0.75855  -1.63
O  0.07699  -1.74875  1.00794  1.45
H  2.75832  -0.86924  4.43061  0.46
H  2.53082  -0.28895  2.78836  0.21
H  3.92765  -1.30379  3.18944  0.41
H  0.99469  -2.21951  3.30623  -0.51
H  2.39835  -3.23290  3.67442  0.54
H  0.44074  -4.14748  1.86965  0.14
H  2.02419  -4.91617  2.04553  0.62
H  0.78661  -4.00540  -0.61818  0.18
H  0.89357  -5.67582  -0.06194  0.49
H  2.36410  -4.78311  -0.43979  0.33
H  4.93796  -2.07482  -0.02252  0.32
C  -3.82816  -5.09287  2.97431  -2.13
C  -3.77384  -3.77319  2.18698  2.91
C  -2.34758  -3.61037  1.65494  -1.78
C  -4.76077  -3.91777  1.02271  -2.11
C  -4.17898  -2.57322  3.10111  2.91
O  -5.47991  -2.84464  3.67336  -0.73
C  -3.22851  -2.35762  4.29915  -2.60
C  -1.91771  -1.56215  4.15462  1.59
C  -1.84145  -0.29962  4.98516  -0.01
C  -0.61105  0.08952  5.51147  -0.28
C  -0.47198  1.24555  6.25709  -1.01
C  -1.58618  2.03619  6.48787  0.40
Cl  -1.42843  3.49049  7.43620  -0.25
C  -2.82143  1.68256  5.98355  -1.24
C  -2.93867  0.51385  5.24056  0.35
C  -4.53437  -1.27059  2.34349  -3.18
N  -3.66774  -0.75288  1.29639  1.18
C  -2.68742  0.15932  1.35511  -1.14
N  -2.27359  0.44960  0.13790  0.62
C  -3.07700  -0.30447  -0.65451  -1.06
N  -3.94041  -1.03999  -0.00219  -1.07
H  -3.51645  -5.90071  2.30983  0.47
H  -4.84153  -5.33027  3.30597  0.56
H  -3.15715  -5.11653  3.83324  0.32
H  -2.11671  -4.43671  0.97743  0.90
H  -1.61124  -3.63587  2.46035  0.03
H  -2.18726  -2.68524  1.10447  -0.23
H  -4.56253  -4.85674  0.50057  0.53
H  -4.66791  -3.10923  0.30101  0.26
H  -5.78793  -3.94728  1.39052  0.43
H  -5.36597  -3.51613  4.35321  0.53
H  -2.98303  -3.34432  4.69292  0.11
H  -3.83946  -1.88881  5.07311  1.01
H  -1.67972  -1.33051  3.11406  -1.00
H  -1.08775  -2.19769  4.47085  0.67
H  0.26323  -0.51711  5.31153  0.24
H  0.49192  1.53942  6.64901  0.42
H  -3.68289  2.30865  6.17105  0.41
H  -3.92037  0.24567  4.87107  0.18
H  -4.67788  -0.48303  3.08073  0.38
H  -5.49574  -1.44060  1.86435  0.58
H  -2.28516  0.57085  2.26834  1.01
H  -3.01497  -0.30449  -1.73107  0.59
N  7.43005  2.75261  -4.94338  -0.61
C  6.59486  2.94734  -3.83679  1.08
C  6.57175  4.17068  -3.17195  -0.80
C  5.76289  4.34813  -2.06016  -0.32
C  4.97914  3.30303  -1.59925  -0.68
C  5.00811  2.07122  -2.24359  0.31
C  5.80951  1.89806  -3.35518  -1.02
S  3.92514  3.52279  -0.19071  1.18
O  4.22561  2.48666  0.75404  -0.71
O  4.08578  4.90529  0.20773  -0.71
N  2.44180  3.24456  -0.74988  -0.20
C  1.83022  4.14856  -1.49360  0.27
S  2.39307  5.71493  -2.03896  -0.11
C  0.92559  5.93317  -2.94132  -0.39
C  0.10270  4.88632  -2.76430  -0.96
N  0.60210  3.89206  -1.95776  0.30
H  7.65616  3.59552  -5.44694  0.22
H  7.12572  2.02034  -5.56523  0.23
H  7.18719  4.98804  -3.53102  0.29
H  5.72742  5.29921  -1.54645  0.54
H  4.41753  1.24697  -1.86013  0.44
H  5.83314  0.93767  -3.85844  0.31
H  0.74042  6.82705  -3.51172  0.42
H  -0.89055  4.78104  -3.17430  0.31

***

(4)
C2H3NO2 | wB97M-V/def2-TZVPD

Values from the calculation:
F_max: 1.86 eV Å⁻¹
Multiplicity: 1
ΔE to the lowest compared entry with this formula, charge and spin: 78.38 kcal per mole
Frontier orbital gap: 10.87 eV

Last column: Mulliken charge in e.
Positions of all 8 atoms, in Å:
C  -3.73683  0.11150  0.06368  0.14
C  0.39563  -0.33671  0.22316  0.01
N  -0.38757  -0.56519  -0.92852  -0.42
O  -4.86119  0.05896  0.00976  -0.15
O  -0.70525  -1.15398  0.32782  -0.27
H  -1.06093  0.18334  -1.10812  0.26
H  1.35913  -0.83802  0.25027  0.22
H  0.35337  0.62410  0.73208  0.21

***

(5)
C26H62BF7O18S10 | wB97M-V/def2-TZVPD

Values from the calculation:
F_max: 7.20 eV Å⁻¹
Multiplicity: 1
Frontier orbital gap: 7.75 eV

Last column: Mulliken charge in e.
Positions of all 124 atoms, in Å:
O  -2.48890  3.32644  1.17998  -0.60
S  -1.75360  2.25331  2.07147  1.21
O  -2.70255  1.95385  3.27784  -0.66
O  -0.33304  3.03060  2.65473  -0.43
C  -1.35945  0.67364  1.08003  -0.11
C  -2.59952  0.51781  -0.00262  -0.83
C  -2.63745  -0.91964  -0.78753  0.14
C  -2.03410  -0.84433  -2.34564  -0.64
B  -3.03235  0.08804  -3.31992  0.33
O  -2.82295  1.57300  -3.43738  -0.24
O  -4.15981  -0.46993  -4.11150  -0.46
O  -0.83883  0.03024  -2.09963  -0.38
S  0.43455  -1.08915  -1.72214  0.69
O  0.82253  -1.29250  -0.23807  -0.23
O  1.68547  -0.64373  -2.57006  -0.44
O  -0.30324  -2.55160  -2.27520  -0.26
C  -1.56916  -2.29412  -3.04015  0.54
C  -0.93256  -1.89387  -4.52081  -0.16
C  0.11202  -3.00113  -5.12520  -0.53
O  1.39691  -2.31246  -5.45061  -0.46
C  -2.68072  -3.52471  -3.05350  0.98
F  -2.86277  -3.88745  -4.51018  -0.35
F  -4.05597  -3.06733  -2.62625  -0.29
C  -2.18281  -4.89710  -2.31849  0.44
F  -0.88806  -5.43373  -2.81303  -0.24
F  -3.21060  -5.95055  -2.66085  -0.30
C  -2.09992  -4.85406  -0.68894  0.67
F  -0.70813  -4.61215  -0.15233  -0.21
F  -2.43662  -6.25010  -0.21711  -0.28
F  -3.06750  -3.96137  -0.01566  -0.20
H  0.28653  3.02388  1.86177  0.35
H  -1.20599  -0.26503  1.76154  0.12
H  -0.38821  0.94346  0.44358  0.18
H  -2.55928  1.46432  -0.68892  0.28
H  -3.59946  0.62611  0.64050  0.56
H  -3.71767  -1.36688  -0.73694  0.45
H  -1.93637  -1.65786  -0.16493  -0.20
H  -3.56907  1.98522  -2.87451  0.25
H  -3.88726  -0.65873  -5.05938  0.26
H  -1.76954  -1.73429  -5.35252  0.20
H  -0.33774  -0.85889  -4.49743  0.26
H  -0.30010  -3.41187  -6.16756  0.24
H  0.37900  -3.88606  -4.40907  0.20
H  1.96028  -2.32738  -4.61247  0.21
C  -9.06925  0.73099  -3.73890  -1.04
S  -7.30788  0.32321  -3.69284  0.56
O  -6.54738  1.61494  -3.63655  -0.61
C  -7.20941  -0.29215  -5.39093  -0.77
H  -9.34835  1.17247  -2.77903  0.33
H  -9.26715  1.44910  -4.53817  0.31
H  -9.65190  -0.17933  -3.89967  0.38
H  -7.51981  0.48809  -6.09019  0.33
H  -7.85089  -1.16997  -5.49953  0.38
H  -6.17357  -0.57425  -5.59992  0.09
C  1.87935  -2.18114  4.27190  -0.87
S  1.12478  -2.25765  2.63007  0.55
O  0.50784  -0.91841  2.35458  -0.62
C  -0.21142  -3.38839  3.08604  -0.87
H  2.72608  -1.49146  4.23275  0.26
H  1.15196  -1.81929  5.00242  0.20
H  2.23614  -3.17364  4.55767  0.44
H  -0.81232  -2.95326  3.88832  0.37
H  0.21140  -4.34260  3.40939  0.46
H  -0.84355  -3.55272  2.20876  0.02
C  2.50574  1.10361  6.38918  -0.50
S  4.30275  1.24020  6.23772  0.48
O  4.74416  0.25144  5.19965  -0.56
C  4.68564  0.53434  7.85853  -0.65
H  2.05138  1.45859  5.46091  0.25
H  2.22152  0.06183  6.55535  -0.06
H  2.15994  1.72388  7.21965  0.41
H  4.26950  -0.47312  7.93561  -0.08
H  4.27087  1.17247  8.64250  0.41
H  5.77262  0.48643  7.96987  0.35
C  -2.08757  8.02825  3.28232  -0.94
S  -1.14258  6.65779  2.57547  0.61
O  0.05324  7.24359  1.88486  -0.66
C  -2.35148  6.22953  1.29991  -0.88
H  -1.49892  8.47745  4.08598  0.31
H  -2.28671  8.78108  2.51598  0.29
H  -3.02811  7.65187  3.69187  0.33
H  -2.53448  7.09135  0.65348  0.46
H  -3.28364  5.91016  1.77204  0.34
H  -1.94999  5.40690  0.70132  0.16
C  2.35471  -3.34590  8.87510  -0.97
S  1.01049  -3.42153  7.66756  0.60
O  0.63954  -2.01102  7.31691  -0.60
C  -0.24218  -4.04409  8.81434  -1.03
H  3.24241  -2.94307  8.38127  0.22
H  2.07607  -2.69356  9.70607  0.32
H  2.57269  -4.35108  9.24402  0.41
H  -0.36365  -3.34928  9.64895  0.30
H  0.05789  -5.02706  9.18526  0.38
H  -1.19110  -4.13513  8.27817  0.33
C  4.77816  -0.56856  -4.34989  -0.73
S  4.96095  -1.47873  -5.90199  0.51
O  4.27283  -2.80086  -5.73306  -0.59
C  6.73973  -1.76774  -5.74604  -0.94
H  3.72344  -0.31452  -4.21885  0.07
H  5.10786  -1.18678  -3.51156  0.31
H  5.36741  0.35066  -4.39271  0.44
H  6.95058  -2.31355  -4.82315  0.29
H  7.26694  -0.81072  -5.74459  0.34
H  7.07270  -2.36171  -6.60192  0.32
C  -1.23476  4.48635  -4.39427  -0.68
S  -1.63541  4.61657  -6.15307  0.47
O  -1.83579  3.22429  -6.67411  -0.58
C  0.00496  5.16457  -6.68297  -0.90
H  -2.11666  4.11883  -3.86387  0.07
H  -0.40801  3.78707  -4.24876  0.23
H  -0.96554  5.47162  -4.00599  0.45
H  0.75664  4.42403  -6.39896  0.27
H  0.23505  6.12826  -6.22229  0.35
H  0.00038  5.27675  -7.77091  0.32
C  6.91077  -0.94376  1.69627  -0.83
S  6.29036  0.45051  0.72573  0.57
O  7.43280  0.97315  -0.09388  -0.67
C  6.06694  1.57388  2.12573  -0.75
H  7.15495  -1.76078  1.01290  0.30
H  7.80948  -0.64942  2.24341  0.31
H  6.13873  -1.27657  2.39425  0.26
H  7.01690  1.71587  2.64677  0.31
H  5.32173  1.16149  2.81016  0.16
H  5.71450  2.53739  1.74670  0.33

***

(6)
C9H14O2 | wB97M-V/def2-TZVPD

Values from the calculation:
F_max: 4.34 eV Å⁻¹
SMILES: Cc1ccc(O)cc1.CCO
Multiplicity: 1
ΔE to the lowest compared entry with this formula, charge and spin: 57.98 kcal per mole
Frontier orbital gap: 9.23 eV

Last column: Mulliken charge in e.
Positions of all 25 atoms, in Å:
C  2.23019  -3.41230  0.15116  -1.28
C  1.25844  -2.32004  0.58926  0.86
C  0.42215  -2.42422  1.64425  -0.77
C  -0.57721  -1.49376  1.70945  -0.42
C  -0.63701  -0.38915  0.85519  0.97
O  -1.53393  0.63310  1.09343  -0.47
C  0.25319  -0.27602  -0.20289  -0.22
C  1.04671  -1.35802  -0.46218  -1.24
H  1.75233  -3.78344  -0.79829  0.31
H  2.22509  -4.22605  0.91117  0.35
H  3.31086  -3.13862  0.07448  0.29
H  0.53640  -3.23191  2.36600  0.33
H  -1.15720  -1.64748  2.59927  0.30
H  -2.30335  0.32617  1.50013  0.29
H  0.16242  0.50191  -0.99737  0.23
H  1.64972  -1.29576  -1.30249  0.43
C  -1.77192  3.58189  -1.81935  -1.10
C  -0.74189  2.73422  -1.00284  0.26
O  0.47217  3.10604  -1.69094  -0.58
H  -1.16289  4.31912  -2.42973  0.28
H  -2.44099  4.04851  -1.06286  0.24
H  -2.37325  3.17626  -2.61786  0.32
H  -0.67961  3.07313  0.05607  0.23
H  -0.94531  1.64008  -1.07487  0.08
H  1.24534  2.65160  -1.25196  0.31

***

Which value of F_max does entry 2 give?
6.63 eV Å⁻¹